a | 24
Properties=species:S:1:pos:R:3:mulliken_charge:R:1 method="wB97M-V/def2-TZVPD" homo_lumo_gap_ha=0.3626 e_homo_ev=-8.84 smiles=CC[C@@H](C)NCCN charge=0
N -1.8417 0.1885 -3.5810 -0.653
C -1.8906 0.2314 -2.1313 -0.564
C -0.8088 -0.5218 -1.3579 -0.566
N -0.8357 -0.0869 0.0346 -0.295
C 1.7597 1.2275 2.4821 -1.129
C 0.3622 0.8073 1.9528 -0.684
C 0.4607 -0.0547 0.6947 0.156
C 1.1375 -1.4137 0.9286 -1.385
H -0.9037 0.4804 -3.8609 0.270
H -1.7919 -0.7720 -3.9288 0.266
H -2.8621 -0.0166 -1.7253 0.335
H -1.6948 1.2488 -1.8381 0.326
H 0.1559 -0.2015 -1.7781 0.287
H -0.7450 -1.6089 -1.4896 0.310
H -1.4446 -0.6879 0.5829 0.270
H 2.0116 0.7636 3.4276 0.293
H 2.5077 0.8793 1.7614 0.337
H 1.8822 2.2971 2.4687 0.359
H -0.3040 0.4318 2.7247 0.425
H -0.0729 1.7297 1.5578 0.292
H 1.1025 0.5011 0.0000 0.285
H 1.2218 -1.6170 2.0028 0.365
H 0.4975 -2.2561 0.6282 0.418
H 2.0964 -1.5494 0.4442 0.283

***

b | 24
Properties=species:S:1:pos:R:3:mulliken_charge:R:1 method="wB97M-V/def2-TZVPD" homo_lumo_gap_ha=0.3422 e_homo_ev=-8.23 smiles=CC(C)NC[C@H](C)N charge=0
N -1.6788 1.6841 0.8137 -0.577
C -1.2760 1.3035 -0.5390 0.183
C -1.0645 2.4341 -1.5253 -1.451
C 0.0192 0.4065 -0.5014 -0.843
N -0.4241 -0.8917 -0.0339 -0.283
C 1.0055 -1.6618 1.9018 -1.380
C 0.5626 -1.8656 0.4472 0.223
C 1.8120 -1.8673 -0.4889 -1.291
H -0.9896 2.3439 1.1535 0.260
H -2.5790 2.1494 0.8307 0.254
H -2.0389 0.6082 -0.9196 0.388
H -2.0361 2.8945 -1.7070 0.338
H -0.4410 3.2978 -1.1765 0.318
H -0.4298 2.3477 -2.4144 0.366
H 0.8415 0.9355 0.0110 0.300
H 0.3107 0.3450 -1.5449 0.420
H -1.2356 -0.8668 0.5666 0.293
H 1.8874 -1.0198 1.9953 0.296
H 1.1145 -2.6483 2.3958 0.385
H 0.2865 -1.2375 2.5893 0.398
H 0.1275 -2.8547 0.3677 0.347
H 2.6062 -2.4421 -0.0154 0.396
H 2.0620 -0.8855 -0.8554 0.336
H 1.5577 -2.5090 -1.3509 0.322

***

c | 24
Properties=species:S:1:pos:R:3:mulliken_charge:R:1 method="wB97M-V/def2-TZVPD" homo_lumo_gap_ha=0.3547 e_homo_ev=-8.56 smiles=CCCNCCCN charge=0
C -1.3563 0.5318 0.9604 -0.656
N -0.8100 -0.1441 -0.2407 -0.327
C 0.2303 0.5744 -0.9422 -0.569
C 1.3143 -0.3798 -1.4281 -0.575
C 2.3153 0.2659 -2.3643 -0.518
N 3.7178 -0.1211 -2.1588 -0.622
C -2.2410 -0.4481 1.7003 -0.170
C -2.6138 -0.0530 3.1420 -1.196
H -0.5020 0.8981 1.5552 0.333
H -1.8610 1.3952 0.5630 0.295
H -0.5417 -1.0854 0.0100 0.244
H 0.6666 1.3778 -0.3416 0.315
H -0.2016 0.9801 -1.8636 0.211
H 1.8114 -0.8145 -0.5479 0.268
H 0.8155 -1.2485 -1.8479 0.339
H 2.1238 -0.0535 -3.3796 0.325
H 2.2965 1.3536 -2.4802 0.353
H 3.9753 -0.9486 -2.6722 0.225
H 3.9918 -0.2166 -1.1929 0.222
H -3.1590 -0.5865 1.1410 0.304
H -1.6396 -1.3492 1.7984 0.219
H -3.6452 -0.3363 3.3277 0.338
H -2.5827 1.0213 3.3301 0.326
H -2.1048 -0.6130 3.9318 0.316

***

On energetic grounds, a is preferred over the next structure by 0.0042 hartree.

***

a | 45
Properties=species:S:1:pos:R:3:mulliken_charge:R:1 method="wB97M-V/def2-TZVPD" homo_lumo_gap_ha=0.3249 e_homo_ev=-8.69 smiles="CNCCC=O.O.O.O.O.O.O.O.O.O.O" charge=0
C -0.5967 -1.5705 -3.3244 -0.974
N -0.9692 -0.7984 -2.0352 -0.210
C -1.6328 -1.4108 -0.7346 0.045
C -1.3035 -2.9445 -0.6526 -1.013
C 0.0414 -3.3380 -0.2410 0.150
O 0.3065 -4.3378 0.3541 -0.524
H -0.9791 -1.3044 -4.2026 0.407
H -0.6527 -2.6836 -3.2442 0.315
H 0.4943 -1.4262 -3.5656 0.258
H -1.5080 0.0750 -2.2254 0.244
H -2.7502 -1.4058 -0.8476 0.285
H -1.2265 -0.8761 0.0565 0.024
H -2.1707 -3.4078 -0.2712 0.498
H -1.3036 -3.2812 -1.6961 0.302
H 0.9066 -2.6694 -0.5376 0.292
H 2.9765 -0.1187 1.0254 0.319
H 1.6579 -0.2284 -0.1180 0.262
O 2.0480 0.2227 0.6704 -0.752
H -3.1175 -0.5751 2.5803 0.335
H -3.2644 -1.9851 3.2280 0.275
O -2.6093 -1.4859 2.6650 -0.593
H 3.8312 -1.7667 3.4640 0.335
H 2.5363 -1.1931 3.3497 0.375
O 3.4943 -0.8941 3.2374 -0.629
H 1.3995 2.9894 1.7592 0.308
H 1.3856 1.7095 1.1634 0.369
O 0.7034 2.2676 1.4949 -0.548
H -1.0481 0.9553 2.1783 0.228
H -1.2939 1.9141 3.2073 0.335
O -1.7235 1.5319 2.3750 -0.594
H -0.7326 1.7941 0.3835 0.259
H -1.9281 2.5528 0.8679 0.384
O -1.3480 2.3892 0.0549 -0.677
H -2.6133 2.2066 -1.8959 0.300
H -2.7731 1.2307 -0.7848 0.346
O -3.2107 1.5543 -1.6543 -0.658
H 1.1116 3.7715 -2.5374 0.311
H 1.2500 4.9783 -1.9587 0.324
O 1.7952 4.4360 -2.5929 -0.630
H 0.1257 -1.5122 2.3348 0.252
H 1.6633 -1.3935 2.0119 0.352
O 0.9572 -1.1488 2.6124 -0.692
H 4.6315 2.0246 -1.7186 0.293
H 3.6578 3.0768 -2.1403 0.321
O 3.7819 2.0757 -2.0954 -0.612

***

b | 45
Properties=species:S:1:pos:R:3:mulliken_charge:R:1 method="wB97M-V/def2-TZVPD" homo_lumo_gap_ha=0.3700 e_homo_ev=-10.00 smiles="CCNCC=O.O.O.O.O.O.O.O.O.O.O" charge=0
C -1.1751 3.6012 -0.7571 -1.220
C -1.0160 3.2398 0.6936 -0.417
N -0.7969 1.7779 0.8206 0.030
C -0.5092 1.4163 2.2002 -0.841
C -0.1046 -0.0323 2.2510 0.151
O 0.8573 -0.4281 2.8348 -0.611
H -0.2691 3.8073 -1.3546 0.254
H -1.7907 4.4776 -0.9224 0.380
H -1.6664 2.8618 -1.3610 0.312
H -1.8202 3.5643 1.3021 0.443
H -0.0997 3.7080 1.1040 0.338
H 0.0914 1.6217 0.3206 -0.021
H 0.2088 2.1028 2.6575 0.429
H -1.4436 1.4701 2.7472 0.392
H -0.6510 -0.6801 1.5739 0.396
H -0.0380 -3.4578 -2.3854 0.431
H -1.1413 -4.5222 -2.5155 0.276
O -1.0514 -3.6119 -2.2768 -0.726
H 2.6187 -1.3550 0.4845 0.379
H 1.5928 -2.1698 1.2541 0.266
O 1.9628 -2.0393 0.3452 -0.653
H -3.8282 -1.2330 0.2795 0.290
H -2.9117 0.0760 0.1747 0.328
O -3.5342 -0.5033 -0.3104 -0.730
H 2.2806 2.4204 -1.8760 0.316
H 1.8234 0.9574 -1.8828 0.386
O 2.5434 1.4921 -1.5995 -0.654
H 2.9445 0.9704 1.4089 0.247
H 3.1300 0.4207 -0.1076 0.369
O 3.1496 0.2493 0.8706 -0.627
H -2.0205 -2.1165 -2.5456 0.382
H -2.9302 -0.9795 -1.9335 0.418
O -2.2797 -1.1689 -2.6926 -0.719
H 1.4170 -2.0195 -2.3782 0.418
H 1.4689 -2.9861 -1.2153 0.410
O 1.4130 -2.9691 -2.2342 -0.771
H 3.4277 -0.0512 3.6862 0.306
H 2.2155 0.4775 3.5527 0.409
O 3.0896 0.8174 3.5158 -0.660
H -0.2063 -0.4642 -2.2560 0.275
H 0.7710 -0.3952 -3.3458 0.337
O 0.7447 -0.3411 -2.3956 -0.728
H -2.1946 -2.8456 2.2156 0.275
H -2.3127 -2.8490 0.6523 0.319
O -1.9593 -2.3112 1.4003 -0.585

***

On energetic grounds, b is preferred over the next structure by 0.1449 hartree.